{
  "formula": "C3H7N3O",
  "method": "ωB97M-V with the def2-TZVPD basis set",
  "homo_energy_ev": -9.19,
  "smiles": "[H]/N=C/O/C(=N/[H])NC",
  "energy_ha": -357.999967,
  "charge": 0,
  "fmax_ev_per_a": 0.51,
  "e_lumo_ev": 0.83,
  "gap_ha": 0.36806,
  "species": ["H", "N", "C", "O", "C", "N", "H", "N", "C", "H", "H", "H", "H", "H"],
  "xyz": [[1.409, -1.307, -3.361], [0.707, -1.373, -2.626], [0.689, -0.292, -1.992], [-0.215, -0.140, -0.952], [0.407, 0.044, 0.245], [1.680, 0.000, 0.289], [2.036, 0.099, 1.234], [-0.477, 0.206, 1.278], [-1.910, 0.380, 1.147], [1.302, 0.597, -2.157], [-0.053, 0.519, 2.139], [-2.280, -0.247, 0.335], [-2.200, 1.422, 0.947], [-2.390, 0.059, 2.078]],
  "forces_ev_per_a": [[-0.103, -0.036, -0.074], [-0.008, 0.481, 0.159], [0.110, -0.289, -0.234], [-0.011, -0.028, 0.177], [0.171, -0.011, 0.199], [-0.186, 0.045, 0.112], [-0.033, 0.069, -0.015], [0.208, 0.065, 0.010], [-0.211, 0.003, -0.102], [-0.082, -0.171, 0.023], [-0.080, -0.105, -0.203], [0.051, 0.107, 0.148], [0.077, -0.183, 0.002], [0.098, 0.052, -0.204]]
}

***

{
  "formula": "C10H19F6NO14S4V",
  "method": "ωB97M-V with the def2-TZVPD basis set",
  "homo_energy_ev": -6.12,
  "energy_ha": -4636.349090,
  "charge": -1,
  "fmax_ev_per_a": 7.05,
  "e_lumo_ev": -1.24,
  "gap_ha": 0.17956,
  "species": ["O", "V", "O", "C", "C", "O", "O", "H", "H", "H", "C", "F", "F", "F", "S", "O", "O", "N", "S", "O", "O", "C", "F", "F", "F", "O", "S", "O", "O", "C", "C", "C", "H", "H", "H", "H", "H", "H", "H", "H", "O", "S", "O", "O", "C", "C", "C", "H", "H", "H", "H", "H", "H", "H", "H"],
  "xyz": [[1.804, -1.492, -1.410], [1.862, -3.031, -1.973], [3.321, -3.495, -2.483], [-0.470, -7.244, 0.648], [0.138, -6.072, -0.098], [0.290, -6.203, -1.345], [0.513, -5.043, 0.487], [-0.287, -8.260, 0.296], [-1.557, -7.172, 0.695], [-0.089, -7.093, 1.658], [-0.760, -0.143, -4.754], [-1.885, 0.446, -5.109], [0.111, 0.224, -5.741], [-0.345, 0.368, -3.547], [-1.137, -2.060, -4.639], [-1.404, -2.337, -3.235], [-2.261, -2.345, -5.496], [0.418, -2.766, -4.852], [0.270, -3.604, -6.141], [-0.662, -4.770, -6.097], [0.248, -2.797, -7.351], [2.004, -4.481, -6.444], [2.929, -3.512, -6.239], [2.160, -5.592, -5.664], [2.157, -4.956, -7.681], [-4.412, 1.384, 1.856], [-3.096, 1.781, 2.366], [-2.394, 2.820, 1.605], [-3.135, 2.228, 3.946], [-4.044, 1.532, 4.791], [-3.663, 1.783, 6.248], [-1.946, 0.324, 2.597], [-4.042, 0.471, 4.540], [-5.052, 1.946, 4.777], [-3.646, 2.843, 6.502], [-2.634, 1.487, 6.452], [-4.200, 1.088, 6.894], [-2.464, -0.539, 3.015], [-1.127, 0.576, 3.271], [-1.525, 0.058, 1.627], [2.929, 6.266, 3.640], [3.026, 6.495, 2.186], [3.958, 7.519, 1.746], [3.469, 4.970, 1.550], [2.740, 3.822, 1.964], [3.552, 2.637, 1.611], [1.400, 6.723, 1.238], [1.785, 3.665, 1.463], [2.574, 3.894, 3.039], [2.983, 1.722, 1.774], [4.566, 2.580, 2.007], [3.602, 2.666, 0.522], [0.640, 6.015, 1.569], [1.613, 6.922, 0.188], [1.174, 7.749, 1.530]],
  "forces_ev_per_a": [[0.809, -4.066, -1.529], [0.652, 0.948, 0.021], [-3.081, 1.680, 1.409], [-0.201, 0.397, 1.240], [0.667, -0.323, -3.262], [-0.094, -0.063, -0.024], [0.270, 1.262, 1.415], [0.523, 0.385, -0.356], [-0.056, 0.361, -0.052], [-0.210, -0.535, 0.258], [0.615, 0.499, -0.602], [-0.619, -0.035, 0.589], [-0.164, -0.960, 1.467], [-0.322, -0.922, -1.649], [0.093, -0.617, 2.855], [0.613, 0.995, -0.553], [1.708, 0.652, -0.346], [-1.771, 1.641, 1.538], [-0.056, -5.028, -4.936], [1.917, 2.642, 0.409], [-0.331, -0.048, 0.841], [-0.867, -0.098, 0.926], [0.034, -1.129, 0.214], [0.308, 1.578, 0.072], [-0.438, 0.805, 0.086], [2.006, 0.309, 1.502], [0.485, 0.001, -1.312], [-0.886, -1.599, 1.912], [-0.154, 0.426, -1.557], [-0.482, 0.134, 1.400], [1.684, -0.769, -0.280], [-0.513, 0.467, -0.373], [-0.159, 0.003, 0.097], [-0.108, -0.140, -1.061], [-0.778, -0.124, 0.149], [0.331, -0.128, -0.325], [-0.620, 0.636, 0.109], [-0.295, 0.210, -0.147], [-0.221, 0.461, -0.082], [-0.256, 0.121, -0.055], [-0.693, 0.611, -2.647], [0.465, -1.897, 0.531], [-1.225, -1.640, 0.003], [-0.105, 2.867, -0.082], [-0.231, -0.068, 1.415], [0.229, -0.809, -1.303], [1.556, 1.422, 1.462], [-0.224, 0.706, -0.150], [-0.138, 0.017, 0.064], [0.114, -0.042, 0.507], [-0.237, 0.105, 0.216], [0.505, -0.085, -0.184], [0.258, 0.017, -0.396], [0.203, -1.168, -0.053], [-0.512, -0.064, 0.610]]
}

***

{
  "formula": "C7H5ClN4",
  "method": "ωB97M-V with the def2-TZVPD basis set",
  "homo_energy_ev": -10.07,
  "smiles": "Clc1ccc(-n2cnnn2)cc1",
  "energy_ha": -948.876933,
  "charge": 0,
  "fmax_ev_per_a": 8.90,
  "e_lumo_ev": 0.27,
  "gap_ha": 0.37989,
  "species": ["Cl", "C", "C", "C", "C", "N", "C", "N", "N", "N", "C", "C", "H", "H", "H", "H", "H"],
  "xyz": [[-4.334, 0.045, -0.111], [-2.511, 0.063, -0.083], [-1.824, -1.086, -0.422], [-0.471, -1.160, -0.448], [0.144, 0.091, -0.129], [1.618, 0.071, -0.091], [2.434, -0.603, 0.688], [3.693, -0.345, 0.411], [3.676, 0.454, -0.660], [2.421, 0.772, -0.940], [-0.510, 1.226, 0.135], [-1.885, 1.229, 0.157], [-2.408, -1.945, -0.475], [0.183, -1.831, -0.576], [1.964, -1.141, 1.544], [0.055, 2.029, 0.468], [-2.246, 2.134, 0.534]],
  "forces_ev_per_a": [[1.694, -0.150, 0.167], [-2.430, 0.047, -0.724], [-0.544, -0.749, 0.485], [-2.915, 8.203, 1.838], [2.362, -2.581, -1.075], [0.132, 1.279, -1.341], [-0.574, -1.001, 2.582], [-0.083, -0.927, 0.025], [-2.710, 0.795, 0.374], [0.758, -0.242, -0.694], [-0.172, -0.444, 0.178], [1.103, 0.426, 0.492], [-0.884, -1.488, -0.578], [3.967, -6.007, -1.313], [1.104, 0.190, -0.812], [0.748, 1.668, 0.284], [-1.557, 0.980, 0.114]]
}